Record 1
Here is a structure of composition C22H32BrN3O3S in a non-equilibrium geometry from the OMol25 dataset. Energies are from wB97M-V/def2-TZVPD.

The LUMO energy comes out at -0.232 eV. The frontier orbital gap comes out at 7.95 eV. For the highest occupied orbital energy, the calculation gives -8.186 eV. The value obtained for the max |F| is 0.3235 hartree/bohr.

Each line ends with the Löwdin charge.
Geometry (Å):
C: -4.775 -1.855 -0.198  -0.051
H: -5.638 -2.338 -0.123  0.038
H: -4.076 -1.873 0.597  0.073
C: -4.952 -0.413 -0.657  -0.453
C: -5.706 0.192 0.334  -0.157
C: -5.910 1.765 0.191  -0.285
C: -6.621 2.504 1.429  -0.014
H: -7.543 2.251 1.339  0.005
H: -5.998 2.590 2.082  -0.041
H: -6.594 3.635 0.987  0.139
C: -4.522 2.618 -0.136  -0.048
N: -3.961 1.770 -1.339  -0.067
C: -3.629 0.107 -0.985  -0.002
H: -3.109 -0.128 -1.653  0.000
H: -3.059 0.158 -0.083  0.104
C: -2.853 2.315 -1.798  -0.373
C: -1.549 2.702 -1.046  -0.250
C: -0.832 1.691 -0.350  -0.275
N: 0.540 2.338 0.092  -0.056
S: 1.074 1.236 1.364  0.578
O: 0.047 0.881 2.127  -0.227
O: 2.227 1.826 1.870  -0.231
C: 1.430 -0.271 0.478  -0.290
C: 2.626 -0.717 0.155  -0.052
C: 2.952 -1.934 -0.589  -0.111
C: 2.033 -3.018 -0.364  -0.067
C: 0.682 -2.809 0.012  -0.694
C: 0.459 -1.170 0.402  -0.011
H: -0.626 -1.083 0.924  0.142
Br: -0.717 -3.916 0.061  0.828
H: 2.148 -3.958 -0.672  0.055
C: 4.387 -2.274 -0.773  -0.119
H: 4.604 -2.366 -1.696  0.033
H: 4.845 -3.213 -0.135  0.188
C: 4.960 -0.961 -0.181  -0.098
N: 3.882 0.202 -0.078  0.074
C: 3.846 1.327 -0.672  -0.579
O: 2.828 1.816 -0.761  0.088
C: 5.037 2.132 -0.235  -0.244
C: 5.192 3.429 -1.019  -0.146
C: 4.924 3.414 0.443  -0.136
H: 5.403 3.912 1.266  0.101
H: 3.723 3.740 0.487  0.171
H: 6.283 3.390 -1.338  0.103
H: 4.494 3.537 -1.981  0.154
H: 6.055 1.472 0.122  0.197
H: 5.527 -1.095 0.852  0.148
H: 5.869 -0.653 -0.842  0.129
H: 1.162 2.614 -0.619  0.043
H: -1.487 1.397 0.456  0.099
H: -0.573 0.994 -1.210  0.143
H: -1.903 3.609 -0.390  0.127
H: -0.732 3.466 -1.876  0.207
H: -2.344 1.582 -2.597  0.154
H: -3.108 3.144 -2.314  0.075
H: -4.507 3.560 -0.252  0.036
H: -3.880 2.316 0.699  0.109
H: -6.533 1.952 -0.719  0.132
H: -6.694 0.036 0.667  0.093
H: -5.020 0.251 1.709  0.239
H: -5.532 -0.367 -1.636  0.189
H: -4.267 -2.391 -0.995  0.085


Record 2
Here is a structure of composition C25H76N10O13 in a non-equilibrium geometry from the OMol25 dataset. Energies are from wB97M-V/def2-TZVPD.

The LUMO energy comes out at -1.057 eV. The frontier orbital gap comes out at 5.72 eV. For the highest occupied orbital energy, the calculation gives -6.779 eV. The value obtained for the max |F| is 0.2874 hartree/bohr.

Each line ends with the Löwdin charge.
Geometry (Å):
C: 10.562 -21.315 -6.962  -0.147
O: 9.921 -22.543 -7.239  -0.164
H: 11.010 -20.841 -7.831  0.067
H: 11.201 -21.307 -6.082  0.083
H: 9.868 -20.584 -6.638  0.051
H: 9.039 -22.421 -6.783  0.031
C: 7.296 -22.614 -8.901  -0.152
O: 7.888 -21.368 -8.737  -0.159
H: 7.644 -23.404 -8.197  0.081
H: 7.661 -22.894 -9.871  0.084
H: 6.227 -22.663 -8.981  0.086
H: 7.256 -20.818 -8.174  0.134
C: 14.548 -18.782 -7.606  -0.640
O: 14.684 -18.472 -6.307  -0.083
N: 15.109 -17.985 -8.446  0.039
N: 13.427 -18.722 -8.228  0.099
H: 15.529 -17.264 -7.805  0.123
H: 16.089 -18.382 -8.533  0.113
H: 12.636 -18.860 -7.508  0.042
H: 13.291 -19.789 -8.641  0.081
C: 10.350 -22.151 -10.974  -0.583
O: 10.999 -22.569 -12.164  -0.128
N: 10.797 -22.361 -9.783  0.124
N: 9.442 -21.214 -10.965  0.140
H: 11.187 -23.312 -9.848  0.151
H: 10.181 -22.319 -8.862  0.117
H: 8.940 -21.061 -11.846  0.150
H: 8.835 -21.094 -10.109  0.084
C: 11.391 -17.837 -5.494  -0.584
O: 11.490 -18.739 -6.567  -0.124
N: 12.328 -17.780 -4.614  0.189
N: 10.435 -17.015 -5.293  0.151
H: 13.037 -18.526 -4.686  0.087
H: 12.299 -17.408 -3.676  0.123
H: 9.511 -17.031 -5.902  0.177
H: 10.283 -16.600 -4.346  0.137
C: 7.264 -23.222 -5.471  -0.609
O: 7.906 -24.114 -4.656  -0.068
N: 6.132 -23.436 -6.043  0.177
N: 7.722 -22.042 -5.771  0.153
H: 5.697 -24.300 -5.669  0.150
H: 5.566 -22.701 -6.558  0.159
H: 8.429 -21.625 -5.141  0.087
H: 7.216 -21.364 -6.331  0.121
C: 14.043 -21.391 -10.010  -0.617
O: 15.300 -21.940 -9.722  -0.124
N: 13.137 -21.103 -9.146  0.088
N: 13.807 -20.820 -11.158  0.182
H: 13.481 -21.555 -8.255  0.075
H: 12.129 -21.574 -9.291  0.114
H: 14.450 -21.219 -11.887  0.143
H: 12.840 -20.893 -11.483  0.100
C: 13.146 -23.930 -7.610  -0.014
C: 13.660 -23.041 -6.476  -0.660
C: 14.995 -23.566 -6.044  -0.025
O: 13.840 -21.881 -6.794  -0.014
H: 13.653 -23.820 -8.604  0.099
H: 12.090 -23.601 -7.702  0.058
H: 13.107 -24.993 -7.300  0.092
H: 12.883 -23.065 -5.675  0.124
H: 15.369 -23.091 -5.141  0.065
H: 15.819 -23.464 -6.789  0.120
H: 14.896 -24.582 -5.796  0.056
H: 13.887 -21.397 -5.946  0.112
C: 10.636 -20.347 -2.285  -0.003
C: 9.313 -20.866 -2.921  -0.588
C: 8.382 -19.715 -3.455  -0.018
O: 9.529 -21.658 -3.827  -0.011
H: 11.351 -21.072 -1.878  0.085
H: 10.371 -19.902 -1.387  0.064
H: 11.114 -19.739 -2.990  0.044
H: 8.708 -21.387 -2.149  0.153
H: 7.369 -20.034 -3.742  0.070
H: 8.853 -19.278 -4.388  0.077
H: 8.327 -18.846 -2.767  0.085
H: 9.971 -22.431 -3.491  0.087
C: 15.796 -20.455 -4.202  -0.014
C: 14.390 -20.577 -3.511  -0.617
C: 14.205 -19.605 -2.358  -0.011
O: 13.417 -20.494 -4.245  -0.008
H: 16.599 -20.968 -3.620  0.094
H: 16.049 -19.411 -4.382  0.064
H: 15.876 -20.887 -5.214  0.068
H: 14.291 -21.590 -3.135  0.122
H: 13.247 -19.611 -1.946  0.041
H: 14.492 -18.631 -2.716  0.088
H: 14.792 -19.983 -1.562  0.078
H: 12.676 -20.769 -3.762  0.055
C: 10.800 -24.868 -4.487  -0.030
C: 11.216 -24.630 -3.060  -0.619
C: 12.433 -23.704 -3.006  -0.026
O: 10.365 -24.072 -2.331  0.018
H: 10.095 -25.662 -4.469  0.056
H: 11.655 -25.106 -5.115  0.098
H: 10.355 -24.075 -4.998  0.040
H: 11.542 -25.610 -2.722  0.144
H: 12.246 -22.869 -3.703  0.060
H: 13.375 -24.211 -3.174  0.093
H: 12.532 -23.155 -2.088  0.071
H: 9.580 -24.694 -2.282  0.172
C: 7.281 -27.014 -8.052  -0.052
C: 8.002 -26.554 -6.829  -0.634
C: 8.601 -27.747 -6.044  -0.026
O: 8.894 -25.646 -6.963  -0.004
H: 6.978 -26.142 -8.681  0.081
H: 6.291 -27.470 -7.905  0.081
H: 7.779 -27.776 -8.644  0.076
H: 7.237 -26.103 -6.138  0.123
H: 9.106 -27.420 -5.203  0.024
H: 9.238 -28.297 -6.757  0.089
H: 7.822 -28.474 -5.648  0.101
H: 8.778 -25.007 -6.241  0.050
C: 9.940 -16.902 -9.006  -0.053
C: 9.530 -18.246 -9.515  -0.713
C: 8.597 -17.997 -10.701  -0.037
O: 10.471 -18.885 -9.937  0.034
H: 10.676 -16.999 -8.168  0.070
H: 9.103 -16.387 -8.615  0.054
H: 10.459 -16.192 -9.709  0.111
H: 9.060 -18.718 -8.662  0.125
H: 9.173 -17.688 -11.577  0.098
H: 7.737 -17.290 -10.544  0.092
H: 8.114 -18.928 -10.912  0.038
H: 10.116 -19.780 -10.168  0.071


Record 3
Here is the molecule C4H8OS2 in a non-equilibrium geometry from the OMol25 dataset. Energies are from wB97M-V/def2-TZVPD.

The LUMO energy comes out at -1.595 eV. As for the SMILES: CSSCCC=O. The frontier orbital gap comes out at 7.50 eV. For the highest occupied orbital energy, the calculation gives -9.099 eV. The value obtained for the max |F| is 0.1219 hartree/bohr.

Each line ends with the Löwdin charge.
Geometry (Å):
C: 2.823 -0.288 -0.886  -0.513
S: 1.351 0.690 -0.377  0.615
S: 0.097 -1.518 -0.259  0.690
C: -0.810 -0.847 1.006  -0.765
C: -1.474 0.503 0.768  -0.292
C: -2.007 0.900 -0.644  -0.209
O: -3.207 1.321 -0.905  -0.036
H: 2.742 -0.907 -1.742  0.014
H: 3.147 -0.922 -0.074  0.025
H: 3.439 0.498 -1.232  -0.002
H: -1.598 -1.567 1.355  0.097
H: -0.148 -0.789 1.886  0.068
H: -0.762 1.340 1.086  0.095
H: -2.340 0.713 1.493  0.135
H: -1.252 0.872 -1.475  0.080


- Which of these has the highest frontier orbital gap?
  C22H32BrN3O3S


- What is the formula in the second record?
  C25H76N10O13